{"formula": "C43H50BCeCl3IN8O9", "method": "wB97M-V/def2-TZVPD", "elements": ["Ce", "O", "C", "O", "C", "O", "C", "C", "O", "O", "H", "H", "H", "H", "H", "Cl", "C", "C", "C", "I", "C", "O", "C", "N", "C", "C", "C", "C", "H", "H", "H", "H", "B", "N", "C", "C", "C", "N", "N", "C", "C", "C", "N", "H", "H", "H", "H", "H", "H", "H", "H", "Cl", "C", "C", "C", "C", "C", "Cl", "C", "N", "C", "C", "C", "C", "C", "C", "C", "C", "O", "O", "H", "H", "H", "H", "H", "H", "H", "H", "H", "H", "C", "C", "N", "C", "C", "C", "C", "N", "H", "H", "H", "H", "H", "H", "H", "H", "H", "H", "H", "H", "H", "H", "C", "C", "C", "C", "O", "H", "H", "H", "H", "H", "H", "H", "H", "H"], "coordinates": [[-0.884, -0.128, 0.147], [3.487, 0.100, -0.756], [2.148, 0.458, -0.448], [1.369, -0.612, -0.272], [1.705, 1.365, -1.627], [0.293, 1.466, -1.735], [-0.251, 1.180, -3.037], [-1.138, -0.097, -3.115], [-1.493, -0.413, -4.234], [-1.401, -0.671, -2.009], [3.470, -0.861, -0.861], [2.135, 0.926, -2.527], [2.146, 2.351, -1.465], [0.541, 1.080, -3.776], [-0.885, 2.017, -3.336], [-5.925, -5.501, -0.232], [-4.446, -4.579, -0.122], [-3.249, -5.246, -0.135], [-2.067, -4.518, -0.059], [-0.204, -5.482, -0.026], [-2.006, -3.124, 0.039], [-0.897, -2.481, 0.112], [-3.287, -2.457, 0.111], [-3.255, -1.113, 0.307], [-4.387, -0.442, 0.348], [-5.634, -1.070, 0.224], [-5.697, -2.428, 0.076], [-4.503, -3.178, 0.013], [-3.229, -6.324, -0.205], [-4.321, 0.632, 0.482], [-6.532, -0.470, 0.257], [-6.650, -2.935, 0.014], [-2.424, 0.471, 3.600], [-1.837, 1.658, 2.791], [-2.166, 2.935, 2.979], [-1.327, 3.732, 2.217], [-0.501, 2.826, 1.566], [-0.809, 1.574, 1.927], [-1.911, -0.890, 3.056], [-2.524, -2.047, 3.337], [-1.630, -3.085, 3.142], [-0.461, -2.457, 2.708], [-0.634, -1.129, 2.659], [-2.029, 0.578, 4.742], [-3.627, 0.477, 3.531], [-2.963, 3.212, 3.649], [-1.333, 4.806, 2.140], [0.292, 2.995, 0.856], [-3.550, -2.063, 3.668], [-1.804, -4.139, 3.276], [0.496, -2.903, 2.434], [1.248, 4.417, -4.331], [2.154, 5.086, -3.005], [3.502, 5.322, -3.186], [4.243, 5.854, -2.146], [3.629, 6.111, -0.935], [2.279, 5.846, -0.752], [1.659, 6.060, 0.850], [1.475, 5.348, -1.796], [0.131, 5.032, -1.730], [-0.947, 5.732, -1.162], [-0.809, 7.068, -0.787], [-1.870, 7.767, -0.238], [-3.102, 7.147, -0.101], [-3.265, 5.847, -0.550], [-2.209, 5.113, -1.083], [-2.479, 3.725, -1.590], [-3.039, 2.705, -0.537], [-4.140, 2.922, -0.051], [-2.326, 1.657, -0.370], [3.961, 5.089, -4.136], [5.299, 6.047, -2.271], [4.198, 6.484, -0.095], [-0.141, 4.289, -2.351], [0.138, 7.567, -0.939], [-1.730, 8.795, 0.073], [-3.938, 7.683, 0.331], [-4.222, 5.351, -0.460], [-1.598, 3.256, -2.019], [-3.262, 3.777, -2.350], [3.357, -3.039, 5.671], [4.191, -1.958, 4.967], [4.673, -2.296, 3.633], [5.762, -3.254, 3.663], [7.015, -2.746, 2.945], [3.554, -2.636, 2.712], [4.039, -3.151, 1.369], [2.880, -1.295, 2.420], [3.253, -2.809, 6.735], [3.840, -4.012, 5.565], [2.370, -3.109, 5.224], [5.063, -1.714, 5.582], [3.588, -1.042, 4.904], [5.465, -4.211, 3.221], [6.033, -3.465, 4.702], [6.823, -2.617, 1.880], [7.840, -3.456, 3.067], [7.318, -1.782, 3.357], [4.868, -2.576, 0.899], [3.187, -3.143, 0.683], [4.357, -4.189, 1.437], [2.225, -1.076, 3.172], [3.768, -0.136, 2.163], [3.098, 1.218, 1.822], [2.342, 1.708, 3.059], [4.226, 2.190, 1.479], [2.131, 1.315, 0.720], [4.360, 0.013, 3.063], [4.442, -0.422, 1.366], [2.303, -1.424, 1.578], [2.990, 1.659, 3.936], [1.444, 1.111, 3.221], [2.026, 2.741, 2.912], [4.956, 2.235, 2.290], [3.804, 3.182, 1.318], [4.722, 1.870, 0.563]], "mulliken_charge": [-0.887, -0.526, -0.212, -0.330, -0.817, 0.812, -0.630, 0.088, -0.753, -0.500, 0.495, 0.593, -0.290, 0.712, 0.468, -0.306, 0.863, -0.534, 0.027, -0.032, 0.071, 0.012, 0.265, 0.859, -0.257, -1.344, -1.188, 0.216, 0.454, 0.252, 0.538, 0.436, 0.158, 0.021, -0.896, -0.841, -0.952, 1.185, 0.204, -0.382, -1.379, -0.019, 0.035, -0.208, -0.190, 0.458, 0.449, 0.886, 0.479, 0.434, 0.454, -0.215, 0.640, -0.570, -0.562, -0.772, 1.410, -0.130, -1.224, 0.410, 1.022, -0.540, -0.781, -0.898, -0.518, -0.086, 1.158, -0.194, -0.764, 1.007, 0.449, 0.394, 0.441, -0.304, 0.536, 0.420, 0.404, 0.444, -2.201, 0.713, -1.080, -0.637, 0.879, -0.760, -1.404, -0.739, -1.351, 1.226, 0.451, 0.265, 0.116, 0.692, -0.007, 0.336, 0.588, 0.243, 0.465, 0.272, 0.015, 0.303, 0.521, 0.579, -2.188, 2.308, -1.865, -2.116, 1.143, 0.868, 0.177, -0.742, 0.411, 0.160, 0.505, 0.457, 0.307, 0.460], "lumo_ev": 0.35, "e_tot_ha": -4962.26793, "total_charge": -1}



{"formula": "C43H50Br2MnN3O3P2S2", "method": "wB97M-V/def2-TZVPD", "elements": ["Mn", "C", "C", "C", "P", "C", "C", "C", "C", "C", "C", "C", "C", "C", "C", "N", "C", "C", "C", "C", "C", "C", "C", "P", "C", "C", "C", "C", "C", "C", "H", "H", "H", "H", "H", "H", "H", "H", "H", "H", "H", "H", "H", "H", "H", "H", "H", "H", "H", "H", "H", "H", "H", "H", "H", "H", "H", "H", "H", "H", "H", "H", "H", "H", "H", "H", "H", "H", "H", "H", "C", "C", "C", "C", "C", "C", "Br", "C", "C", "Br", "C", "O", "C", "N", "H", "H", "H", "H", "H", "H", "O", "S", "O", "N", "C", "S", "C", "C", "C", "C", "C", "C", "H", "H", "H", "H"], "coordinates": [[0.263, -0.152, -0.307], [0.229, -3.873, -2.951], [1.097, -3.739, -1.694], [2.534, -3.468, -2.141], [0.487, -2.565, -0.359], [1.047, -3.409, 1.190], [2.534, -3.162, 1.467], [0.188, -2.976, 2.384], [-1.295, -2.925, -0.402], [-1.832, -4.200, -0.475], [-3.194, -4.411, -0.675], [-3.763, -5.802, -0.725], [-4.012, -3.291, -0.842], [-3.506, -2.013, -0.716], [-2.145, -1.827, -0.445], [-1.589, -0.554, -0.193], [-2.364, 0.355, 0.521], [-3.380, -0.034, 1.410], [-4.044, 0.919, 2.152], [-3.721, 2.275, 2.054], [-4.410, 3.304, 2.901], [-2.695, 2.653, 1.185], [-2.023, 1.721, 0.425], [-0.669, 2.055, -0.719], [-1.577, 2.420, -2.298], [-2.633, 1.361, -2.628], [-2.253, 3.795, -2.262], [0.021, 3.673, -0.195], [0.627, 3.608, 1.208], [1.060, 4.175, -1.198], [0.620, -4.711, -3.534], [0.296, -2.978, -3.570], [-0.821, -4.071, -2.750], [1.074, -4.692, -1.156], [2.576, -2.560, -2.739], [2.864, -4.293, -2.776], [3.240, -3.377, -1.320], [0.887, -4.476, 1.007], [2.763, -2.096, 1.470], [3.181, -3.652, 0.741], [2.789, -3.559, 2.452], [0.166, -1.893, 2.494], [0.606, -3.400, 3.300], [-0.842, -3.324, 2.292], [-1.177, -5.061, -0.396], [-3.043, -6.511, -1.134], [-4.668, -5.840, -1.330], [-4.025, -6.141, 0.280], [-5.062, -3.427, -1.072], [-4.152, -1.153, -0.844], [-3.603, -1.080, 1.562], [-4.808, 0.606, 2.853], [-5.301, 2.900, 3.379], [-4.696, 4.175, 2.310], [-3.733, 3.651, 3.687], [-2.419, 3.700, 1.128], [-0.810, 2.418, -3.076], [-3.457, 1.407, -1.910], [-2.234, 0.348, -2.641], [-3.047, 1.573, -3.616], [-2.915, 3.893, -1.397], [-2.874, 3.899, -3.154], [-1.545, 4.621, -2.258], [-0.828, 4.359, -0.179], [1.542, 3.019, 1.201], [-0.051, 3.183, 1.950], [0.890, 4.618, 1.531], [1.916, 3.502, -1.230], [1.421, 5.157, -0.885], [0.679, 4.271, -2.214], [3.659, -0.473, -1.543], [3.538, 0.173, -0.203], [4.711, 0.671, 0.427], [4.670, 1.151, 1.694], [3.440, 1.134, 2.399], [3.251, 1.540, 3.744], [4.715, 2.147, 4.769], [2.019, 1.484, 4.322], [0.911, 1.024, 3.577], [-0.793, 0.975, 4.375], [1.049, 0.623, 2.281], [0.055, 0.176, 1.520], [2.321, 0.682, 1.691], [2.366, 0.231, 0.394], [4.281, -1.366, -1.448], [4.141, 0.192, -2.262], [2.682, -0.743, -1.925], [5.636, 0.660, -0.136], [5.560, 1.539, 2.173], [1.883, 1.786, 5.351], [2.974, 3.738, -3.806], [3.129, 2.326, -3.976], [4.438, 1.744, -3.960], [2.197, 1.512, -2.852], [1.328, 0.765, -3.440], [0.297, -0.385, -2.667], [1.255, 0.902, -4.937], [0.374, 0.325, -5.835], [0.521, 0.631, -7.183], [1.529, 1.488, -7.619], [2.405, 2.078, -6.716], [2.233, 1.767, -5.382], [-0.407, -0.342, -5.490], [-0.157, 0.199, -7.907], [1.633, 1.698, -8.675], [3.184, 2.753, -7.045]], "lowdin_spin": [0.847, 0.000, -0.003, 0.000, -0.009, 0.001, 0.000, -0.001, 0.008, -0.001, 0.010, 0.002, -0.002, 0.008, 0.001, 0.039, 0.002, 0.012, -0.001, 0.015, 0.003, -0.002, 0.013, -0.005, -0.001, 0.000, -0.001, 0.000, 0.000, 0.000, 0.000, 0.000, 0.000, -0.001, 0.000, 0.000, 0.000, 0.000, 0.000, 0.000, 0.000, 0.000, 0.000, 0.000, 0.000, 0.000, 0.000, 0.001, 0.000, 0.000, 0.000, 0.000, 0.000, 0.001, 0.001, 0.000, 0.000, 0.000, 0.000, 0.000, 0.000, 0.000, 0.000, 0.000, 0.000, 0.000, 0.000, 0.000, 0.000, 0.000, 0.001, 0.006, -0.004, 0.006, -0.002, 0.017, 0.004, -0.004, 0.019, 0.004, -0.008, 0.054, -0.001, -0.011, 0.000, 0.000, 0.000, 0.000, 0.000, -0.001, 0.000, 0.000, 0.001, 0.003, -0.002, -0.016, -0.001, -0.001, 0.000, 0.000, 0.000, 0.000, 0.000, 0.000, 0.000, 0.000], "s2": 0.874, "lumo_ev": [-4.94, -4.90], "e_tot_ha": -9836.51396, "total_charge": 1, "multiplicity": 2}